The following is a DFT calculation (ωB97M-V/def2-TZVPD) of a molecular structure, C34H23Cl5F2N8RuS2.

The geometry in XYZ format:
```
75
Properties=species:S:1:pos:R:3:forces:R:3
H -0.127699 -0.039369 -5.721689 0.0 0.0 0.0
S -0.384917 2.643571 -1.408538 0.2 0.0 0.1
C 2.805615 1.751109 1.459883 0.1 0.1 -0.1
C -3.297154 -4.991049 3.625773 0.0 0.0 0.0
C -1.835197 1.174091 3.150639 0.0 0.0 0.0
H 2.438454 -4.067857 1.396123 -0.1 0.0 0.1
N -0.074778 -0.483840 -2.391480 0.3 0.0 0.2
Cl -4.321563 2.014890 3.792433 0.0 0.0 0.0
H 0.138428 3.444967 0.700028 0.0 0.0 0.0
C -2.158163 -3.489230 2.130614 0.0 0.0 0.0
C -2.369580 0.990302 0.464359 0.0 0.0 0.0
C -3.387768 1.360109 1.340904 0.0 0.0 0.0
H -2.928847 4.252305 -1.858042 0.0 0.0 0.0
H 1.134626 -3.442796 -3.454514 0.0 0.0 0.0
C -0.852498 0.808202 2.229422 -0.1 0.0 -0.1
C 2.041542 1.307149 -2.080230 0.1 0.0 0.0
C 2.719054 -3.120459 0.960004 0.0 -0.1 -0.1
C -0.927460 -4.660766 3.826879 0.0 0.0 0.0
C 0.348785 -2.433933 1.172319 -0.1 0.0 0.0
H 3.443363 4.629625 3.111564 0.0 0.0 0.0
N 1.648073 2.025372 0.841861 0.0 -0.1 -0.1
H 4.788821 -3.656271 0.768025 0.0 0.0 0.0
C 3.328993 -0.784619 -0.216348 0.0 -0.1 -0.1
C -1.985461 1.452360 -4.760924 0.0 0.0 0.0
N 2.040819 -0.989443 0.100581 -0.1 -0.1 0.0
C 0.744010 -2.439522 -3.541927 0.0 0.0 0.0
C -3.106054 1.503909 2.695411 0.0 0.0 0.0
H 5.357020 -1.433730 -0.278431 0.0 0.0 0.0
C -2.100391 -5.263067 4.264579 0.0 0.0 0.0
N -1.093860 1.244149 -3.701361 0.1 0.0 0.0
H -2.069832 -5.946434 5.101848 0.0 0.0 0.0
H -3.299038 3.169335 -5.149748 0.0 0.0 0.0
F 2.664315 0.211750 -2.692146 0.0 0.0 0.1
N 0.239510 -3.169874 2.321644 0.0 0.0 0.0
H -3.062208 4.973631 -3.482043 0.0 0.0 0.0
H 0.534116 -2.178742 -1.432686 0.0 0.0 0.0
H -4.213529 -5.459142 3.957196 0.0 0.0 0.0
Cl -1.504607 1.222257 4.837865 0.0 0.0 0.0
C 2.947132 3.897494 2.489879 0.0 0.0 0.0
H 1.047377 -3.282397 2.906491 0.1 0.1 0.0
Ru 0.661067 0.676688 -0.583801 -0.3 0.3 -0.2
H 3.572597 0.163974 -0.658440 0.0 0.0 -0.1
N -0.606110 -2.033775 0.434855 0.0 0.0 -0.1
C 3.483935 2.645745 2.263760 0.0 0.0 0.0
Cl -4.992670 1.633537 0.782601 0.0 0.0 0.0
H 0.884833 -2.302332 -5.686021 0.0 0.0 0.0
H 4.418182 2.345591 2.715352 0.0 0.0 0.0
C -2.408469 4.443569 -2.795983 0.0 0.0 0.0
N -2.027865 3.180606 -3.412007 0.0 0.0 0.0
H -1.521385 5.042491 -2.600448 0.0 0.0 0.0
C 1.113062 3.219873 1.101008 -0.1 0.0 0.1
C 0.419954 -1.732743 -2.401872 0.0 0.0 0.0
F 3.082214 2.091378 -1.612758 0.0 -0.1 0.0
C 0.590644 -1.818741 -4.764668 0.0 0.0 0.0
H 0.014048 -4.878372 4.318449 0.0 0.0 0.0
C 4.348386 -1.691386 0.010400 0.0 0.0 0.0
C 1.053591 5.432943 2.097427 0.0 0.0 0.0
C -2.554028 2.650812 -4.573963 0.0 0.0 0.0
Cl -2.883296 0.581600 -1.154774 0.0 0.0 0.0
C 4.035305 -2.900257 0.593293 0.0 0.0 0.0
H 1.610506 1.866250 -2.914207 0.0 0.0 0.0
Cl 0.621936 0.175810 2.928852 0.1 0.1 0.0
C -1.150988 2.316428 -2.873865 -0.1 0.0 0.0
H -4.255584 -3.889785 2.048733 0.0 0.0 0.0
C -0.957108 -3.772971 2.766180 0.0 0.0 0.0
N 0.519256 6.439397 2.236440 0.0 0.0 0.0
S -2.231271 -2.311625 0.810168 0.0 0.0 0.0
C 1.721612 4.176011 1.903179 0.0 0.0 0.0
C -3.321574 -4.108816 2.552065 0.0 0.0 0.0
C -1.034176 0.812224 0.841672 0.1 -0.2 0.1
H 3.204764 0.762671 1.328509 0.0 0.1 0.0
H -2.161968 0.709178 -5.514034 0.0 0.0 0.0
C -0.332687 0.045935 -3.593306 -0.1 0.0 0.0
C 1.747822 -2.157872 0.718878 0.0 0.2 0.1
C 0.026018 -0.558069 -4.787895 0.0 0.0 0.0
```
Forces are in eV/Å.

Total charge: +1
2S+1: 2
DFT total energy in eV: -139846.03467
Orbital gap (spin up / spin down) in eV: 6.79 / 5.86
ΔE to the lowest compared entry with this formula, charge and spin in kcal per mole: 19.2

=====

The following is a DFT calculation (ωB97M-V/def2-TZVPD) of a molecular structure, C34H23N2O2P2PtS4.

The geometry in XYZ format:
```
68
Properties=species:S:1:pos:R:3:forces:R:3
C -2.892509 -2.645284 0.000176 0.0 0.0 -0.1
H -2.481583 -1.281990 2.641524 0.0 0.0 0.0
C 2.864592 1.295650 1.625661 0.1 0.1 0.0
C -0.829608 6.656713 -0.025882 0.0 0.0 0.0
C -0.764028 -5.210033 -3.141388 0.0 0.0 0.0
C -4.222976 -4.416499 0.969721 0.0 0.0 0.0
C 3.136860 -5.115127 1.702216 0.0 0.0 0.0
C -3.059748 -3.982129 0.346378 0.0 0.0 0.0
C -1.216555 2.687132 1.335502 0.0 0.0 -0.1
C -3.632940 -3.842301 4.527403 0.0 0.0 0.0
S 1.003035 -1.161290 3.112113 -0.1 0.0 0.2
C 0.984003 -4.031119 1.739052 0.0 0.0 0.0
O 1.788917 1.757944 2.108704 0.2 0.1 -0.1
C -1.855156 3.705717 2.016752 0.0 0.1 0.0
H 2.803801 -3.101004 2.376850 0.0 0.0 0.0
H -4.332673 -5.461111 1.234801 0.0 0.0 0.0
H -0.651349 -5.226184 1.015271 0.1 0.0 0.0
H 0.303897 4.520369 -1.079692 0.0 0.0 0.0
S -1.807209 -0.569275 -2.020236 0.0 0.1 0.0
H 2.481569 -4.426150 -2.576327 0.0 0.0 0.0
H -6.142301 -3.849933 1.741349 0.0 0.0 0.0
N -2.958543 6.897143 2.881907 0.0 0.0 0.0
H 1.399392 -2.709690 -1.157427 0.0 0.0 0.0
C -2.567930 -4.718069 4.386905 0.0 0.0 0.0
C -2.502056 -2.245346 3.134896 0.0 0.0 0.1
C -1.746207 5.025460 1.578214 0.0 -0.1 0.0
C -5.079757 -2.176378 0.909902 0.0 0.0 -0.1
H 3.799254 1.817604 1.869710 0.0 0.0 0.0
P -0.013074 -2.527561 2.002895 0.0 0.0 -0.3
C -0.281934 -1.572301 0.613560 -0.1 0.3 0.0
P -1.349814 -1.945763 -0.716635 0.1 -0.1 0.1
C 0.622165 -5.287454 -3.215920 0.0 0.0 0.0
H -2.286518 -4.703307 0.114969 0.0 0.0 0.0
C -0.586013 -3.346246 -1.618981 -0.1 0.0 -0.1
H 1.090461 -6.045312 -3.832467 0.0 0.0 0.0
Pt 0.564300 0.225892 1.217016 -0.1 -0.1 0.0
C -0.408395 2.966904 0.217678 -0.1 0.0 0.0
C 2.558091 -6.263220 1.181833 0.0 0.0 0.0
H 0.734307 -7.185869 0.518450 0.0 0.0 0.0
C -1.432985 -3.125463 2.977034 0.0 0.0 0.0
C 0.799327 -3.419518 -1.713809 0.0 0.0 0.1
C -1.363627 -4.233268 -2.361774 0.0 0.0 0.0
N -0.704970 7.728204 -0.423444 0.0 0.0 0.0
C -0.969209 5.308581 0.448800 0.0 0.0 0.0
C 0.411808 -5.188500 1.212188 0.0 0.0 0.0
C -5.235362 -3.514110 1.253431 0.0 0.0 -0.1
H -5.868254 -1.465579 1.125345 0.0 0.0 0.0
H 3.170667 -7.128671 0.961370 0.0 0.0 0.0
C 1.191946 -6.299193 0.938415 0.0 0.0 -0.1
H -4.424796 -1.913173 4.005568 0.0 0.0 0.0
H 4.202246 -5.081054 1.891897 0.0 0.0 0.0
C -2.421167 6.066654 2.294895 0.1 0.1 0.0
S 0.362034 1.657114 -0.624222 0.1 0.0 0.1
C -1.468827 -4.361391 3.615468 0.0 0.0 0.1
C 2.353597 -4.003272 1.982489 0.0 0.0 -0.1
O 2.887484 0.280115 0.900380 -0.2 -0.2 0.0
C -3.595794 -2.601701 3.903055 0.1 0.0 0.1
H -4.492256 -4.123875 5.123405 0.0 0.0 0.0
H -0.638935 -5.048833 3.526324 0.0 0.0 0.0
H -1.377852 -5.901289 -3.706090 0.0 0.0 0.0
H -3.793542 -0.706730 0.008046 0.0 0.0 0.0
H -2.586848 -5.683019 4.878133 0.0 0.0 0.0
H -2.443593 -4.148730 -2.338233 0.0 0.0 0.0
C -3.919130 -1.745997 0.287553 0.0 0.0 -0.1
S -1.487859 1.008586 1.777344 0.1 -0.2 0.1
H -2.446622 3.484256 2.895442 0.0 0.0 0.0
C 1.401217 -4.381168 -2.513350 0.0 0.0 0.1
C -0.305895 4.283706 -0.217939 0.0 0.0 0.0
```
Forces are in eV/Å.

Total charge: -1
DFT total energy in eV: -107876.26724
Orbital gap in eV: 6.48
ΔE to the lowest compared entry with this formula, charge and spin in kcal per mole: 5.8

=====

The following is a DFT calculation (ωB97M-V/def2-TZVPD) of a molecular structure, C34H23N4O9ReS at a distorted geometry.

The geometry in XYZ format:
```
72
Properties=species:S:1:pos:R:3:forces:R:3
C 2.124100 0.032700 0.220900 -0.1 0.1 1.5
H 4.302300 -0.053600 2.877500 0.2 0.0 0.1
C -0.661800 0.508000 -2.850200 -1.3 1.4 -2.3
H 5.158400 0.095500 -1.312500 0.0 0.0 -0.1
H -5.490100 3.345500 -0.218100 0.0 0.0 0.0
N -2.841600 3.747200 -0.033000 -0.4 -0.6 0.1
C -1.939400 0.025600 3.166700 0.1 0.0 0.0
H -5.341900 -0.927400 -0.165000 0.1 0.0 0.0
H -1.766900 -0.107000 -6.040800 -0.1 0.0 -0.1
C -0.903700 -0.206800 -4.073100 -0.2 0.7 0.9
C -0.512000 -1.563200 -4.126600 0.1 -0.2 -0.1
O -7.514700 0.053600 -0.248000 -0.4 -0.3 0.0
C 3.981300 -0.016500 1.846600 -0.5 0.0 0.0
H -2.593600 -0.042900 6.484500 0.0 0.0 0.1
C 1.042400 -0.700600 -8.908300 -0.1 -0.2 0.1
H -0.693700 -3.248900 -7.543200 -0.1 -0.1 0.0
Re 0.020600 0.009300 0.101400 -2.5 -0.7 -2.0
H -0.475000 -2.107800 -3.188300 -0.1 -0.2 -0.1
C 1.414500 -0.033800 -7.754600 0.0 0.1 0.2
C -2.653300 -0.010200 4.345800 0.1 0.0 -0.2
H 5.949700 0.042800 1.017900 0.1 0.0 0.0
H -3.729100 -0.026600 4.301800 -0.2 0.0 0.0
O 1.365600 0.071700 -5.327900 0.0 -0.5 -0.3
H 0.009800 -2.384800 -9.744600 0.0 -0.1 -0.1
H 2.017800 0.856200 -7.828100 0.1 0.1 0.0
H 2.769200 0.058300 -1.826200 0.0 0.0 -0.1
C -0.103000 -2.348300 -7.613300 0.0 0.2 0.3
C 2.621800 0.001800 1.553300 0.4 0.1 -0.7
C -2.008500 -0.018200 5.579900 0.2 0.0 0.1
H -2.496800 2.224900 -5.824300 0.0 0.1 -0.1
O -0.091100 -0.084000 -1.860700 1.2 -1.1 2.0
C -2.753300 1.282300 0.015900 -1.7 0.0 0.1
H -0.086700 -3.228300 -5.152200 0.1 0.2 0.2
O -1.511600 -1.348300 0.293400 3.7 0.7 0.4
O -2.527500 4.202100 -1.105700 0.4 0.5 -0.6
C 1.593300 0.013300 2.558600 -0.6 0.0 0.5
C -4.912700 2.433600 -0.159900 -0.1 0.1 0.0
H -0.705300 2.454200 -1.945800 -0.1 0.0 0.0
H 2.226400 1.534600 -4.272300 0.0 0.0 -0.1
O -1.482300 1.444100 0.163200 2.4 -0.5 0.2
H -1.907200 3.525200 -3.797100 0.0 0.1 0.0
C -3.548000 2.464400 -0.062400 0.0 -1.1 0.1
O -2.634600 4.235900 1.044100 0.2 0.3 0.5
C 0.089400 0.027800 4.473200 0.1 0.0 -0.5
N 0.325200 0.031200 2.154100 1.1 0.0 0.1
C -0.991800 1.883000 -2.818300 0.4 -0.6 0.4
H 3.154600 1.063400 -5.722700 -0.1 0.0 0.0
N -7.002200 1.147600 -0.243700 0.1 0.0 0.0
O -7.586600 2.205200 -0.289000 -0.4 0.4 0.0
O -3.375800 -2.291700 -0.389300 0.5 0.1 0.1
S 1.820100 0.021900 4.257500 -0.3 0.0 -0.3
H -0.123800 0.027200 6.608800 0.0 0.0 0.2
H -2.445100 0.040600 2.218900 -0.1 0.0 -0.1
C -1.954000 1.752700 -5.022600 0.0 0.0 0.0
C -4.825600 0.021900 -0.133500 -0.5 0.3 -0.2
C 1.021100 -0.500700 -6.505900 0.0 -0.3 0.1
H 1.671000 2.050200 -5.877300 0.0 0.0 0.0
C 0.287700 -1.862300 -8.844200 0.1 0.1 -0.1
C -3.443100 0.044300 -0.060800 0.6 0.1 0.0
C 2.154300 1.244500 -5.320200 0.2 0.3 0.0
C 3.083500 0.052200 -0.790600 -0.4 -0.1 -0.4
C 4.442900 0.061600 -0.505100 0.0 0.0 0.2
C -5.556900 1.198300 -0.175600 1.1 -0.1 0.1
C 4.892700 0.025600 0.807600 0.0 0.0 -0.1
C -1.551000 0.448300 -5.139600 -0.1 -0.1 0.1
H 1.361600 -0.316700 -9.863100 0.0 0.1 -0.1
C -1.641600 2.480900 -3.866500 0.0 -0.2 -0.2
C -0.629900 0.013200 5.658100 -0.1 0.0 0.0
N -0.161500 -2.216700 -5.209300 -0.2 -0.2 0.8
C 0.229200 -1.668600 -6.445500 0.3 0.5 -0.9
C -2.745200 -1.307600 -0.073300 -2.6 0.5 -0.4
C -0.547300 0.032700 3.218400 -0.6 0.1 1.0
```
Forces are in eV/Å.

Total charge: +1
2S+1: 2
DFT total energy in eV: -72972.03982
Orbital gap (spin up / spin down) in eV: 5.82 / 6.01
ΔE to the lowest compared entry with this formula, charge and spin in kcal per mole: 53.2